This record from the Open Molecules 2025 dataset describes 3 unconnected molecules or ions with the total composition C39H72ClN5O7Si in a non-equilibrium geometry. The level of theory is ωB97M-V/def2-TZVPD.

Its SMILES is CC[C@@H](Cl)c1c(CCCCCCOC(C)=O)c(CCO[Si](C)(C)C)c2c(c1CON=O)C(=O)N(CC(N)(N)N)C2=O.CCCCCC.CCCCCC. As for the total energy: -3079.29828 hartree. As for the total charge: 0. As for the spin multiplicity: 1.

XYZ file:
```
125
Properties=species:S:1:pos:R:3:forces:R:3
Cl -2.80524 -5.22668 -2.36545 0.923 -0.282 0.503
Si -0.18305 2.71551 -1.00353 -0.302 1.490 0.675
O -0.84049 1.61915 -2.13836 1.358 0.254 0.883
O 4.25167 -4.51760 -3.61357 0.004 0.541 0.390
O 3.19572 -0.12567 -2.36694 0.752 -0.580 -0.154
O 1.05100 -6.51863 -3.98128 0.623 0.503 0.985
O -7.10416 -1.69537 -1.05816 1.842 -0.263 1.296
O -7.94182 -2.06426 0.96256 0.664 -0.370 -0.321
O 0.41023 -8.34787 -4.78338 0.824 0.012 0.419
N 1.17982 -7.89790 -4.01238 -1.159 -0.529 -0.995
N 4.04728 -2.27356 -2.95790 1.773 0.653 0.342
N 5.98796 -0.04337 -1.25647 -0.465 -1.193 -0.553
N 7.50332 -1.84429 -1.46475 -0.766 0.282 -0.534
N 5.46844 -2.27832 -0.35401 -0.396 0.433 -0.483
C -6.97551 -2.16651 0.24991 -0.850 0.227 0.848
C -1.81663 -2.52688 -0.86225 0.358 0.872 0.239
C 1.93341 9.45369 2.60101 0.100 0.106 -0.030
C 1.68103 3.06610 -1.23468 -0.181 -1.201 -0.713
C -5.96990 -0.56001 -2.89165 0.664 1.231 -0.222
C -6.16921 -0.60558 -1.33158 -0.915 0.543 -1.250
C -4.51841 -0.92372 -3.38478 -0.220 -1.077 -0.065
C 4.06876 6.55102 1.48901 -0.016 -0.135 -0.039
C -0.71651 -0.30177 5.00515 -0.002 -0.137 -0.001
C -5.66670 -2.85342 0.78341 -0.169 0.528 -0.872
C -1.62135 1.57999 6.47062 -0.118 -0.040 0.107
C -1.15321 -5.57751 -1.63729 0.981 -0.641 -0.101
C 2.56125 6.50593 1.72480 -0.070 0.058 0.130
C 6.03939 -1.52608 -1.47499 1.334 0.218 0.231
C 5.49620 -1.97288 -2.89799 0.188 0.020 -0.437
C 3.11534 -1.32248 -2.47939 -2.139 -2.309 0.056
C -0.44216 -2.98123 -1.44132 0.910 -0.754 -0.401
C -1.35896 0.08485 6.33747 0.131 0.057 -0.018
C 0.30512 -0.41275 -1.18901 0.964 -0.332 -0.508
C -3.83787 -2.11401 -2.55699 0.701 1.054 -1.130
C 1.87228 -2.20745 -2.16402 -1.310 -2.202 0.045
C -0.45514 2.16284 0.82225 0.296 -0.638 -0.584
C -1.25054 -5.11420 0.99155 -1.156 -1.182 0.340
C 0.04742 0.52684 -2.45174 -0.136 -0.387 -0.399
C 1.69157 -6.10037 -2.74234 -0.564 0.778 1.520
C -2.57699 -1.51031 -1.83669 0.444 -0.927 0.110
C -2.94191 -0.65558 3.73853 0.097 -0.056 -0.103
C -1.24521 -6.17315 -0.17357 1.102 0.507 -0.120
C 3.62488 -3.62350 -3.11512 -2.114 0.831 0.871
C -1.55935 -0.00316 3.76316 -0.045 0.116 0.022
C 2.13143 8.99193 1.16227 -0.128 -0.021 0.030
C -1.06234 4.42115 -1.13538 -0.595 -0.679 0.137
C 1.74283 7.53116 0.93517 0.029 -0.057 -0.125
C -0.14912 -4.39622 -1.80112 1.623 2.517 -0.306
C -2.89176 -2.17912 3.74032 -0.149 0.019 0.032
C 4.46216 6.24399 0.04912 0.153 0.101 0.045
C 0.57212 -1.90058 -1.60327 0.569 -0.829 -0.464
C 2.18195 -3.59510 -2.53852 -1.954 0.843 0.846
C 1.20863 -4.65482 -2.34479 0.447 0.515 -0.529
H -4.60069 -1.25941 -4.45708 0.079 0.442 0.984
H -2.43051 -2.56719 4.65057 0.008 -0.020 -0.051
H 4.47347 7.52373 1.78309 -0.037 -0.006 0.010
H -2.09633 -6.89475 -0.12902 0.566 0.750 0.051
H 2.56812 8.89841 3.29462 -0.047 0.014 0.007
H 5.73765 -1.80766 0.51828 0.061 -0.337 -0.490
H -6.15690 0.50976 -3.20809 0.109 -1.075 0.263
H -6.70744 0.33991 -1.03601 0.673 -0.912 -0.002
H 4.44554 -2.29729 -0.38083 0.356 0.065 -0.051
H -3.54452 -0.30704 4.58215 0.027 0.022 -0.022
H -0.48459 -0.31454 -0.40354 0.539 -0.082 -0.964
H 0.68589 7.40070 1.19431 0.029 0.029 -0.007
H 3.16925 9.16284 0.86140 -0.020 -0.038 -0.017
H -1.04400 -5.68053 1.94380 -0.103 0.674 -0.864
H 5.82384 0.35770 -2.18194 -0.154 0.353 0.592
H -1.84320 -1.24526 -2.64799 -0.918 -0.064 0.799
H -3.43978 -2.82066 -3.33825 -0.560 0.415 1.092
H -0.42151 -0.03825 -3.30076 0.348 0.408 0.874
H -1.45009 4.61160 -2.16784 0.478 0.154 0.865
H -5.70387 -2.92693 1.89746 -0.269 -0.088 -1.090
H 0.34449 1.38944 1.00933 -0.911 0.665 0.224
H 5.17482 0.14996 -0.66918 0.227 0.153 -0.477
H -0.68840 -0.22330 7.14560 -0.051 -0.044 -0.032
H 0.23950 0.22454 4.90684 -0.033 -0.008 0.017
H -1.47468 1.68887 0.91746 1.028 0.517 0.188
H -1.94847 4.35571 -0.44695 0.640 0.228 -0.643
H -2.48298 -3.35359 -0.52870 0.687 0.581 -0.543
H -2.04212 1.80328 7.45364 0.023 0.061 -0.061
H 2.80718 -6.17516 -2.76391 -1.058 0.206 -0.351
H -3.90242 -2.59031 3.68158 0.070 -0.057 0.014
H -4.55084 -2.64785 -1.88177 0.622 0.454 -0.536
H -0.46925 -1.36799 5.03012 -0.003 0.023 -0.020
H -5.21558 -0.69197 -0.75488 -0.764 -0.037 -0.564
H 6.08620 -2.88432 -3.19216 -1.059 0.764 0.180
H 1.51631 9.61806 0.50878 0.061 -0.032 -0.022
H 2.19512 5.50377 1.47165 0.018 0.012 0.015
H 1.27816 -0.04730 -0.74685 -1.053 -0.376 -0.213
H -2.29147 -0.46727 6.48679 0.023 -0.015 -0.026
H -0.69483 2.14955 6.36434 -0.040 0.003 -0.037
H 2.36838 6.63337 2.79469 -0.024 -0.009 -0.032
H 2.02758 3.91150 -0.59069 -0.292 -0.708 -0.626
H -1.57721 -1.92850 0.06888 -0.218 -0.806 -0.786
H -2.33167 1.93382 5.72061 0.041 0.026 0.012
H -2.32658 -2.55230 2.88096 0.027 -0.011 0.046
H 7.64377 -2.82723 -1.72195 -0.045 0.456 0.093
H -0.75059 -6.41021 -2.27908 -0.680 0.959 0.539
H -0.99827 -0.32877 2.87928 -0.023 0.014 0.008
H -0.30491 -6.78930 -0.03907 -0.895 0.567 -0.296
H -5.61986 -3.85872 0.27850 0.184 0.927 0.636
H 1.81789 7.31036 -0.13469 -0.003 -0.016 0.025
H -2.30882 -4.73571 1.09378 1.246 0.038 -0.010
H 1.02709 0.91672 -2.85635 -0.912 -0.443 0.612
H 4.10136 5.25735 -0.25219 -0.006 0.041 -0.028
H -3.79892 -0.06203 -3.38432 -0.899 -0.535 0.138
H -6.74479 -1.15799 -3.44561 0.749 0.316 0.946
H -0.31533 3.01756 1.53755 -0.246 -0.800 -0.680
H 4.54268 5.81247 2.14315 -0.014 0.068 0.019
H 5.70334 -1.18748 -3.68011 0.067 -0.600 0.963
H -0.39647 5.23449 -0.74278 -0.564 -0.668 -0.581
H 1.82981 3.26358 -2.33715 0.144 0.098 1.173
H -1.68111 1.07925 3.65730 0.039 -0.028 -0.011
H 0.89267 9.32924 2.91080 0.047 -0.029 0.020
H 2.24096 2.11248 -1.00167 -0.238 1.121 -0.167
H 7.91312 -1.24827 -2.19619 0.118 -0.411 0.499
H -4.76201 -2.24501 0.52394 -0.684 -0.722 0.050
H -0.50123 -4.29584 0.88466 -0.686 -0.682 -0.050
H -2.78449 -0.56982 -1.26066 -0.105 -0.760 -0.605
H 2.18759 10.51171 2.69615 -0.032 -0.046 0.066
H 1.31875 -6.77658 -1.93043 0.453 0.387 -0.676
H -3.46303 -0.32630 2.83325 -0.015 0.048 0.052
H 4.06183 6.98499 -0.64578 -0.001 -0.051 -0.010
H 5.54978 6.24978 -0.05238 -0.058 -0.032 -0.077
```
Forces are in eV/Å.

This record from the Open Molecules 2025 dataset describes a gas-phase ion, H2I2O2P (charge +1) in a non-equilibrium geometry. The level of theory is ωB97M-V/def2-TZVPD.

As for the total energy: -1088.21581 hartree. As for the total charge: +1. As for the spin multiplicity: 1. The energy relative to the best compared isomer or geometry (same formula, charge and spin) comes out at 0.4657 eV.

XYZ file:
```
7
Properties=species:S:1:pos:R:3:forces:R:3
I -0.33806 2.38816 -0.25130 -0.035 -1.031 -0.061
I -2.54494 -1.24166 -0.27302 2.198 1.215 0.335
P -0.25333 -0.02493 0.00260 -1.901 -0.051 -0.170
O 0.23154 -0.34401 1.44456 -0.272 -0.217 0.104
O 0.75111 -0.68756 -0.98875 0.324 0.417 -0.534
H 1.12890 -0.17724 -1.73771 -0.308 -0.310 0.398
H 1.02478 0.08725 1.80362 -0.007 -0.023 -0.072
```
Forces are in eV/Å.